(1)
Computed, not measured: a 2-piece molecular cluster, C2H7NO3 overall at a distorted geometry, with ωB97M-V/def2-TZVPD.

Last column: Mulliken charge in e.
Geometry (Å):
O  1.069  0.058  -1.405  -0.5156
O  2.132  -0.838  1.890  -0.6340
O  -1.128  1.727  1.179  -0.4979
N  -0.880  -0.155  -0.099  -0.0910
C  -0.313  0.382  -1.294  -0.3565
C  -1.420  0.590  0.924  -0.0396
H  -0.870  0.035  -2.166  0.3020
H  -2.172  0.060  1.455  0.4151
H  1.223  -0.596  -2.093  0.3124
H  -0.881  -1.150  0.034  0.2252
H  2.380  -0.940  0.968  0.3241
H  -0.332  1.471  -1.262  0.2577
H  1.192  -0.644  1.870  0.2981

As for the SMILES: O=CNCO.O. The calculation puts the total energy at -360.868245 hartree. For the LUMO energy, the calculation gives 0.42 eV. The calculation puts the energy above the lowest of the compared OMol25 structures with the same formula, charge and spin at 119.2 kJ/mol. Its net charge is 0. As for the spin multiplicity: 1.

(2)
Computed, not measured: an isolated ion of composition C2H7NO3P and charge -1 at a distorted geometry, with ωB97M-V/def2-TZVPD.

Last column: Mulliken charge in e.
Geometry (Å):
P  1.427  0.034  -0.063  0.6417
O  1.263  1.246  -0.880  -0.7415
O  -1.453  -0.699  0.030  -0.3342
O  2.557  -0.853  -0.255  -0.7293
N  1.270  0.475  1.511  -0.5131
C  -1.666  0.656  -0.471  -0.6422
C  -0.213  -1.164  -0.427  -0.4793
H  0.500  1.068  1.488  0.2469
H  -2.095  0.567  -1.505  0.2404
H  0.105  -2.015  0.219  0.2438
H  -2.196  1.248  0.203  0.2909
H  -0.122  -1.481  -1.453  0.2790
H  -0.750  1.143  -0.580  0.2650
H  1.373  -0.225  2.183  0.2319

As for the SMILES: COC[P@](N)(=O)[O-]. The calculation puts the total energy at -702.329632 hartree. For the LUMO energy, the calculation gives 3.97 eV. The calculation puts the energy above the lowest of the compared OMol25 structures with the same formula, charge and spin at 130.8 kJ/mol. Its net charge is -1. As for the spin multiplicity: 1.

(3)
Computed, not measured: an isolated ion of composition C2H7NO3P and charge -1 at a distorted geometry, with ωB97M-V/def2-TZVPD.

Last column: Mulliken charge in e.
Geometry (Å):
P  1.501  -0.120  0.333  0.6949
O  -0.398  -1.179  -1.193  -0.6146
O  2.570  -1.216  0.367  -0.7587
O  1.749  0.798  1.511  -0.7907
N  1.597  0.708  -1.106  -0.5435
C  -0.380  -0.396  -0.001  0.2830
C  -0.943  -1.216  1.177  -1.2003
H  -0.925  0.542  -0.101  0.2592
H  0.996  1.490  -1.149  0.1744
H  -0.872  -2.278  0.971  0.3034
H  -1.959  -0.975  1.449  0.2883
H  -0.172  -0.969  1.976  0.2783
H  0.578  -1.150  -1.567  0.4165
H  2.523  0.878  -1.468  0.2100

As for the SMILES: C[C@H](O)[P@@](N)(=O)[O-]. The calculation puts the total energy at -702.343210 hartree. For the LUMO energy, the calculation gives 4.07 eV. The calculation puts the energy above the lowest of the compared OMol25 structures with the same formula, charge and spin at 95.2 kJ/mol. Its net charge is -1. As for the spin multiplicity: 1.

(4)
Computed, not measured: one molecule with the formula C2H7NO3S2, with ωB97M-V/def2-TZVPD.

Last column: Mulliken charge in e.
Geometry (Å):
S  1.283  1.344  0.983  -0.1457
S  0.861  -0.058  -1.507  1.1228
O  1.539  -1.196  -0.654  -0.4876
O  1.878  0.734  -2.103  -0.5704
O  -0.159  -0.612  -2.344  -0.5940
N  -0.534  -1.162  1.002  -0.5716
C  -1.108  0.010  0.352  -0.5543
C  -0.007  0.897  -0.205  -0.4933
H  0.853  -1.577  -0.054  0.4815
H  -0.062  -0.890  1.860  0.2253
H  0.568  2.290  1.611  0.1592
H  -1.254  -1.836  1.230  0.2207
H  -0.400  1.789  -0.688  0.4398
H  -1.699  -0.329  -0.504  0.4266
H  -1.757  0.597  1.022  0.3410

As for the SMILES: NC[C@@H](S)S(=O)(=O)O. The calculation puts the total energy at -1157.248449 hartree. For the LUMO energy, the calculation gives 0.33 eV. The calculation puts the energy above the lowest of the compared OMol25 structures with the same formula, charge and spin at 0.0 kJ/mol. Its net charge is 0. As for the spin multiplicity: 1.

(5)
Computed, not measured: a 2-piece molecular cluster, C2H7NO3S2 overall at a distorted geometry, with ωB97M-V/def2-TZVPD.

Last column: Mulliken charge in e.
Geometry (Å):
S  2.116  0.377  0.056  1.1291
S  0.115  -1.944  -0.075  -0.1322
O  2.395  1.529  -0.762  -0.5660
O  1.548  0.635  1.328  -0.5202
O  3.469  -0.568  0.178  -0.4464
N  -2.550  0.686  -0.533  -0.4261
C  1.053  -0.881  -0.853  -0.3357
C  -2.258  0.039  0.672  -0.3442
H  -1.263  -0.587  0.826  -0.1757
H  1.198  -0.627  -1.827  0.4686
H  -3.120  -0.534  1.131  0.3196
H  -1.784  1.126  -1.038  0.2360
H  -1.968  0.700  1.553  0.2373
H  -3.143  0.064  -1.007  0.2255
H  4.192  -0.015  0.351  0.3304

As for the SMILES: O=S(=O)(O)C=S.CN. The calculation puts the total energy at -1157.145509 hartree. For the LUMO energy, the calculation gives -1.53 eV. The calculation puts the energy above the lowest of the compared OMol25 structures with the same formula, charge and spin at 270.3 kJ/mol. Its net charge is 0. As for the spin multiplicity: 1.

(6)
Computed, not measured: a 2-piece molecular cluster, C2H7NOS2 overall at a distorted geometry, with ωB97M-V/def2-TZVPD.

Last column: Mulliken charge in e.
Geometry (Å):
S  0.400  2.001  0.751  -0.0720
S  -2.838  0.215  1.654  -0.1438
O  1.576  0.913  0.822  -0.2373
N  -1.411  0.690  2.325  -0.3474
C  0.292  -0.681  -0.869  -0.9942
C  1.460  -0.360  0.143  -0.2269
H  -0.969  1.585  2.147  0.2432
H  -0.837  -0.133  2.526  0.2768
H  2.357  -0.487  -0.332  0.3738
H  0.525  -1.437  -1.598  0.3527
H  0.081  0.199  -1.481  0.3433
H  1.305  -1.125  1.067  0.1737
H  -0.595  -0.920  -0.392  0.2581

The calculation puts the total energy at -1006.629176 hartree. For the LUMO energy (spin up / spin down), the calculation gives -1.55 / -0.87 eV. The calculation puts the energy above the lowest of the compared OMol25 structures with the same formula, charge and spin at 406.6 kJ/mol. Its net charge is 0. As for the spin multiplicity: 1.

(7)
Computed, not measured: a 2-piece molecular cluster, C2H7NOSi overall at a distorted geometry, with ωB97M-V/def2-TZVPD.

Last column: Mulliken charge in e.
Geometry (Å):
Si  2.644  0.045  0.145  0.3329
O  1.277  0.495  -0.582  -0.1218
N  -0.020  0.548  -0.192  -0.2963
C  -0.802  -0.377  -0.464  -0.0598
C  -2.678  0.131  0.243  -0.7355
H  -2.911  0.542  -0.801  0.2293
H  -2.243  0.801  0.931  0.2983
H  3.211  0.816  1.298  -0.0984
H  2.076  -1.009  0.939  -0.1124
H  3.400  -0.049  -1.126  -0.0771
H  -0.569  -1.330  -0.946  0.3345
H  -3.385  -0.613  0.555  0.3065

The calculation puts the total energy at -499.719507 hartree. For the LUMO energy, the calculation gives 0.96 eV. The calculation puts the energy above the lowest of the compared OMol25 structures with the same formula, charge and spin at 520.6 kJ/mol. Its net charge is 0. As for the spin multiplicity: 1.

(8)
Computed, not measured: a 2-piece molecular cluster, C2H7NOSi overall at a distorted geometry, with ωB97M-V/def2-TZVPD.

Last column: Mulliken charge in e.
Geometry (Å):
Si  -1.075  -0.493  1.888  0.2307
O  2.999  0.012  -0.118  -0.6400
N  -0.970  0.549  0.713  -0.1968
C  -1.103  -0.200  -1.568  -0.7723
C  -1.002  0.823  -0.657  0.0845
H  3.122  0.136  -1.086  0.3216
H  -1.069  -0.062  -2.583  0.2949
H  -1.431  -1.846  1.970  -0.0986
H  -0.604  -0.134  3.305  -0.0668
H  3.287  0.621  0.543  0.3132
H  -1.348  -1.242  -1.416  0.2135
H  -0.804  1.836  -0.992  0.3161

As for the SMILES: C=CN=[SiH2].O. The calculation puts the total energy at -499.780524 hartree. For the LUMO energy, the calculation gives -0.19 eV. The calculation puts the energy above the lowest of the compared OMol25 structures with the same formula, charge and spin at 360.4 kJ/mol. Its net charge is 0. As for the spin multiplicity: 1.

(9)
Computed, not measured: a 2-piece molecular cluster, C2H7NS overall at a distorted geometry, with ωB97M-V/def2-TZVPD.

Last column: Mulliken charge in e.
Geometry (Å):
S  -0.199  3.032  -1.142  -0.3032
N  -0.312  -1.550  0.669  -0.3754
C  -0.447  -1.371  -0.573  -0.1341
C  0.643  -0.730  1.391  -0.6448
H  -0.128  -0.423  -1.025  0.1041
H  -0.694  -2.251  -1.162  0.2688
H  0.067  -0.042  2.003  0.2473
H  -1.304  2.479  -0.617  0.1538
H  1.384  -1.321  1.919  0.2731
H  -0.240  2.240  -2.202  0.1356
H  1.230  -0.063  0.739  0.2749

As for the SMILES: C=NC.S. The calculation puts the total energy at -533.279062 hartree. For the LUMO energy, the calculation gives 0.81 eV. The calculation puts the energy above the lowest of the compared OMol25 structures with the same formula, charge and spin at 134.9 kJ/mol. Its net charge is 0. As for the spin multiplicity: 1.

(10)
Computed, not measured: a 2-piece molecular cluster, C2H7NS overall at a distorted geometry, with ωB97M-V/def2-TZVPD.

Last column: Mulliken charge in e.
Geometry (Å):
S  -2.734  -0.852  0.121  -0.3104
N  0.757  0.992  0.778  -0.5709
C  0.482  -0.156  0.036  -0.1620
C  0.748  -0.216  -1.262  -0.8835
H  1.016  -1.166  -1.519  0.2649
H  1.072  0.644  -1.820  0.3236
H  0.996  0.784  1.788  0.2555
H  -1.766  -0.974  1.158  0.1413
H  0.155  -1.015  0.557  0.5053
H  1.592  1.505  0.380  0.2529
H  -2.319  0.454  -0.220  0.1834

As for the SMILES: C=CN.S. The calculation puts the total energy at -533.274250 hartree. For the LUMO energy, the calculation gives 0.83 eV. The calculation puts the energy above the lowest of the compared OMol25 structures with the same formula, charge and spin at 147.6 kJ/mol. Its net charge is 0. As for the spin multiplicity: 1.

What did the tenth record say?
Computed, not measured: a 2-piece molecular cluster, C2H7NS overall at a distorted geometry, with ωB97M-V/def2-TZVPD.

Last column: Mulliken charge in e.
Geometry (Å):
S  -2.734  -0.852  0.121  -0.3104
N  0.757  0.992  0.778  -0.5709
C  0.482  -0.156  0.036  -0.1620
C  0.748  -0.216  -1.262  -0.8835
H  1.016  -1.166  -1.519  0.2649
H  1.072  0.644  -1.820  0.3236
H  0.996  0.784  1.788  0.2555
H  -1.766  -0.974  1.158  0.1413
H  0.155  -1.015  0.557  0.5053
H  1.592  1.505  0.380  0.2529
H  -2.319  0.454  -0.220  0.1834

As for the SMILES: C=CN.S. The calculation puts the total energy at -533.274250 hartree. For the LUMO energy, the calculation gives 0.83 eV. The calculation puts the energy above the lowest of the compared OMol25 structures with the same formula, charge and spin at 147.6 kJ/mol. Its net charge is 0. As for the spin multiplicity: 1.